1.
An isolated molecule of C24H31ClFN3O. Source: OMol25; level of theory: wB97M-V/def2-TZVPD.

Geometry as XYZ:
```
61
Properties=species:S:1:pos:R:3:lowdin_charge:R:1
C 3.590 -0.273 3.191 -0.094
N 3.519 1.125 2.814 -0.279
C 4.447 1.924 3.586 -0.106
C 3.647 1.322 1.376 -0.170
C 2.275 1.576 0.725 -0.119
N 1.335 0.501 0.946 -0.040
C 0.433 0.638 2.075 -0.123
C -0.809 1.464 1.721 -0.277
C -1.656 1.735 2.962 -0.165
C -2.909 2.504 2.555 -0.173
C -3.672 1.731 1.484 -0.196
N -2.814 1.532 0.330 -0.146
C -3.523 1.048 -0.845 -0.132
C -4.169 -0.306 -0.666 -0.146
C -3.448 -1.486 -0.818 -0.036
C -4.029 -2.718 -0.575 -0.080
C -5.352 -2.800 -0.177 -0.083
C -6.099 -1.644 -0.029 -0.012
C -5.496 -0.424 -0.271 -0.235
F -6.248 0.695 -0.128 0.054
C -1.658 0.732 0.681 -0.163
C 1.342 -0.654 0.248 -0.451
O 0.628 -1.605 0.521 0.073
C 2.281 -0.720 -0.923 -0.153
C 3.412 -1.523 -0.858 -0.023
C 4.253 -1.643 -1.950 -0.092
C 3.948 -0.965 -3.119 -0.673
Cl 4.997 -1.105 -4.486 0.674
C 2.808 -0.181 -3.210 -0.094
C 1.978 -0.063 -2.110 -0.028
H 4.587 -0.706 3.017 0.090
H 3.354 -0.366 4.251 0.086
H 2.858 -0.843 2.625 0.074
H 4.309 2.976 3.340 0.083
H 5.499 1.653 3.410 0.087
H 4.230 1.789 4.645 0.082
H 4.270 2.197 1.174 0.119
H 4.123 0.458 0.893 0.110
H 1.845 2.481 1.156 0.127
H 2.424 1.735 -0.346 0.116
H 0.981 1.102 2.897 0.123
H 0.124 -0.369 2.369 0.132
H -0.500 2.424 1.293 0.145
H -1.082 2.304 3.696 0.116
H -1.941 0.784 3.419 0.124
H -3.556 2.664 3.420 0.110
H -2.624 3.477 2.153 0.115
H -4.548 2.301 1.168 0.122
H -4.019 0.771 1.908 0.132
H -2.802 1.002 -1.666 0.125
H -4.286 1.791 -1.092 0.124
H -2.416 -1.437 -1.132 0.113
H -3.443 -3.616 -0.694 0.104
H -5.807 -3.760 0.013 0.103
H -7.135 -1.673 0.271 0.116
H -1.068 0.570 -0.224 0.118
H -1.939 -0.256 1.083 0.135
H 3.631 -2.063 0.051 0.123
H 5.136 -2.261 -1.898 0.107
H 2.575 0.328 -4.132 0.106
H 1.084 0.540 -2.179 0.122
```

## Properties
F_max = 0.754 eV/A
E_tot = -1732.7103 hartree
Kohn-Sham gap = 9.12 eV
E_HOMO = -0.311 hartree
SMILES = CN(C)CCN(C[C@@H]1CCCN(Cc2ccccc2F)C1)C(=O)c1ccc(Cl)cc1
Relative energy (zero: lowest compared OMol25 entry of this formula, charge and spin) = 0.041 eV


2.
An isolated molecule of C24H31N3O3. Source: OMol25; level of theory: wB97M-V/def2-TZVPD.

Geometry as XYZ:
```
61
Properties=species:S:1:pos:R:3:lowdin_charge:R:1
C 8.888 2.148 0.191 -0.115
O 7.975 1.361 0.909 -0.187
C 7.362 0.368 0.119 -0.214
C 6.418 -0.449 1.002 -0.258
C 5.266 0.408 1.537 -0.110
C 4.221 0.326 0.426 -0.146
N 4.386 -1.012 -0.101 -0.033
C 3.415 -1.866 -0.501 -0.429
O 3.649 -3.052 -0.672 0.068
C 2.061 -1.290 -0.736 -0.154
C 1.853 -0.134 -1.484 -0.033
C 0.575 0.322 -1.722 0.010
C -0.536 -0.361 -1.217 -0.252
O -1.736 0.187 -1.523 -0.019
C -2.942 -0.407 -1.063 -0.315
C -3.203 -0.078 0.412 -0.099
C -3.447 1.429 0.583 -0.164
N -4.491 1.968 -0.257 -0.163
C -5.847 1.869 0.246 -0.131
C -6.356 0.497 0.629 -0.282
C -6.375 0.082 1.959 -0.035
C -6.839 -1.186 2.262 -0.066
C -7.276 -2.002 1.230 -0.065
C -7.228 -1.497 -0.060 -0.138
N -6.785 -0.288 -0.353 0.100
C -4.265 1.648 -1.649 -0.169
C -4.073 0.153 -1.928 -0.103
C -0.330 -1.526 -0.483 -0.006
C 0.956 -1.984 -0.262 -0.007
C 5.705 -1.545 0.207 -0.096
H 8.396 2.677 -0.635 0.089
H 9.296 2.872 0.893 0.088
H 9.702 1.539 -0.220 0.088
H 6.809 0.834 -0.711 0.132
H 8.129 -0.293 -0.315 0.132
H 7.010 -0.864 1.819 0.145
H 4.871 -0.032 2.453 0.121
H 5.588 1.426 1.742 0.115
H 4.430 1.072 -0.351 0.117
H 3.202 0.481 0.786 0.127
H 2.693 0.397 -1.906 0.115
H 0.402 1.210 -2.309 0.119
H -2.890 -1.498 -1.202 0.146
H -4.071 -0.649 0.744 0.107
H -2.346 -0.369 1.022 0.112
H -3.682 1.652 1.627 0.120
H -2.522 1.955 0.320 0.126
H -6.505 2.275 -0.526 0.124
H -5.907 2.517 1.129 0.120
H -6.031 0.745 2.740 0.111
H -6.863 -1.532 3.286 0.106
H -7.647 -2.996 1.421 0.100
H -7.561 -2.086 -0.905 0.107
H -5.100 2.029 -2.237 0.120
H -3.355 2.177 -1.952 0.122
H -4.995 -0.382 -1.703 0.092
H -3.826 0.008 -2.980 0.121
H -1.159 -2.092 -0.088 0.106
H 1.113 -2.898 0.290 0.122
H 5.589 -2.468 0.783 0.131
H 6.230 -1.799 -0.719 0.132
```

## Properties
F_max = 0.758 eV/A
E_tot = -1323.1165 hartree
Kohn-Sham gap = 8.83 eV
E_HOMO = -0.298 hartree
SMILES = COC[C@H]1CCN(C(=O)c2ccc(OC3CCN(Cc4ccccn4)CC3)cc2)C1
Relative energy (zero: lowest compared OMol25 entry of this formula, charge and spin) = 2.048 eV


3.
An isolated molecule of C24H31N3O5. Source: OMol25; level of theory: wB97M-V/def2-TZVPD.

Geometry as XYZ:
```
63
Properties=species:S:1:pos:R:3:lowdin_charge:R:1
C -7.769 1.768 -5.470 -0.118
C -8.027 1.423 -4.009 -0.277
C -6.791 1.664 -3.146 -0.210
C -7.054 1.324 -1.678 -0.189
N -5.881 1.532 -0.863 0.062
C -5.237 0.526 -0.229 -0.457
O -5.635 -0.623 -0.232 0.066
C -4.008 0.942 0.512 -0.135
C -3.151 1.939 0.055 -0.017
C -2.017 2.267 0.774 -0.013
C -1.722 1.611 1.963 -0.202
C -0.456 1.938 2.714 -0.128
N 0.633 1.057 2.319 0.072
C 1.392 1.367 1.246 -0.101
C 2.391 0.723 0.504 -0.073
N 3.009 -0.466 0.527 -0.049
C 3.037 -1.320 1.693 -0.121
C 4.335 -1.110 2.481 -0.109
C 5.558 -1.313 1.583 -0.211
C 5.732 -2.779 1.211 -0.474
O 4.995 -3.672 1.541 0.118
O 6.826 -2.948 0.469 -0.003
C 7.145 -4.280 0.060 -0.209
C 7.922 -5.019 1.138 -0.059
C 5.444 -0.444 0.322 -0.103
C 4.111 -0.701 -0.383 -0.114
C 2.509 1.870 -0.418 -0.274
O 3.116 2.073 -1.446 0.089
C 1.502 2.592 0.445 -0.289
O 1.013 3.701 0.505 0.072
C -2.568 0.602 2.410 -0.030
C -3.697 0.267 1.689 -0.009
H -8.659 1.589 -6.068 0.067
H -7.491 2.815 -5.574 0.070
H -6.960 1.159 -5.868 0.071
H -8.853 2.031 -3.632 0.108
H -8.321 0.375 -3.928 0.110
H -6.490 2.712 -3.226 0.113
H -5.965 1.049 -3.510 0.120
H -7.318 0.269 -1.575 0.122
H -7.879 1.935 -1.295 0.126
H -5.513 2.468 -0.810 0.131
H -3.347 2.446 -0.879 0.113
H -1.353 3.039 0.415 0.105
H -0.145 2.962 2.501 0.122
H -0.606 1.819 3.791 0.125
H 0.482 0.079 2.527 0.131
H 2.180 -1.105 2.330 0.111
H 2.981 -2.361 1.364 0.126
H 4.364 -1.816 3.311 0.123
H 4.353 -0.094 2.882 0.126
H 6.466 -1.027 2.125 0.157
H 7.741 -4.163 -0.847 0.125
H 6.216 -4.812 -0.170 0.123
H 8.821 -4.467 1.399 0.078
H 8.203 -6.003 0.775 0.078
H 7.307 -5.135 2.027 0.076
H 6.270 -0.658 -0.355 0.120
H 5.496 0.609 0.606 0.129
H 4.007 -0.042 -1.245 0.120
H 4.057 -1.742 -0.718 0.138
H -2.344 0.081 3.331 0.112
H -4.357 -0.519 2.023 0.119
```

## Properties
F_max = 0.814 eV/A
E_tot = -1473.6322 hartree
Kohn-Sham gap = 8.35 eV
E_HOMO = -0.288 hartree
SMILES = CCCCNC(=O)c1ccc(CNc2c(N3CCC(C(=O)OCC)CC3)c(=O)c2=O)cc1
Relative energy (zero: lowest compared OMol25 entry of this formula, charge and spin) = 0.080 eV


Among the records above, which one has the lowest Kohn-Sham gap?
C24H31N3O5